No. 1
The following is a quantum chemistry calculation of C18H23FN6O4 in the gas phase, from the Open Molecules 2025 dataset.

Geometry as XYZ:
```
52
C18H23FN6O4 | the Open Molecules 2025 dataset | wB97M-V/def2-TZVPD
C 0.8144 3.4178 1.3802
C 1.5042 2.3500 0.6071
N 2.0056 2.4731 -0.5997
C 2.5340 1.2429 -0.9083
C 2.3498 0.3710 0.1215
N 1.6741 1.0853 1.0885
C 1.3017 0.6348 2.4268
C 2.3723 0.9828 3.4496
C 1.0788 -0.8824 2.4018
O 2.0094 -1.6513 2.5800
N -0.1816 -1.2920 2.1445
C -0.5124 -2.7063 2.0961
C -0.6808 -3.2607 0.6801
C 0.5904 -3.0881 -0.1682
C 0.2489 -2.9642 -1.6494
C -0.5508 -1.6843 -1.9134
N -1.4729 -1.4479 -0.7946
C -1.9545 -0.2478 -0.4258
O -2.5775 -0.0540 0.6106
C -1.7643 0.9166 -1.3755
N -1.2638 2.0379 -0.8494
C -1.1896 3.0721 -1.6597
O -0.7476 4.2129 -1.1269
N -1.5398 3.1137 -2.9485
C -2.0492 2.0139 -3.4553
O -2.4367 1.9950 -4.7313
C -2.2020 0.8672 -2.6765
F -2.7928 -0.2164 -3.2044
C -1.8721 -2.6360 -0.0507
H 0.9355 4.3576 0.8517
H -0.2542 3.2074 1.4555
H 1.2246 3.5223 2.3857
H 3.0318 1.0617 -1.8471
H 2.6702 -0.6431 0.2833
H 0.3581 1.1256 2.6748
H 2.0538 0.6864 4.4493
H 3.2896 0.4482 3.2113
H 2.5688 2.0539 3.4453
H -0.9140 -0.6168 1.9653
H 0.2943 -3.2325 2.6045
H -1.4341 -2.8658 2.6601
H -0.8992 -4.3276 0.7934
H 1.1067 -2.1792 0.1431
H 1.2818 -3.9121 0.0096
H 1.1536 -2.9364 -2.2578
H -0.3170 -3.8403 -1.9772
H 0.1354 -0.8370 -1.9710
H -1.0926 -1.7610 -2.8570
H -0.6748 4.8583 -1.8417
H -2.2595 2.8741 -5.0961
H -2.2876 -3.3453 -0.7707
H -2.6664 -2.3542 0.6365
```

Its SMILES is Cc1nccn1[C@H](C)C(=O)NC[C@@H]1CCCN(C(=O)c2nc(O)nc(O)c2F)C1. The total charge is 0. The calculation puts the highest occupied orbital energy at -8.316 eV. The energy above the lowest of the compared OMol25 structures with the same formula, charge and spin is 0.26 kcal/mol. Its HOMO-LUMO gap is 8.5920 eV.

=====

No. 2
The following is a quantum chemistry calculation of a molecular structure, C18H23IrN2O6SSeSi, from the Open Molecules 2025 dataset.

Geometry as XYZ:
```
53
C18H23IrN2O6SSeSi | the Open Molecules 2025 dataset | wB97M-V/def2-TZVPD
Ir 0.1569 0.5661 -0.6488
O 2.1939 0.8447 -1.9499
C 2.7757 2.0707 -1.5670
C 1.6773 3.0559 -1.3595
C 2.0021 4.4004 -1.3306
C 1.0094 5.3400 -1.1604
C -0.2913 4.8984 -1.0349
C -0.5472 3.5414 -1.0493
N 0.4151 2.6106 -1.1975
H 2.8044 0.1274 -1.7361
H 3.4546 2.4238 -2.3453
H 3.3334 1.9778 -0.6325
H 3.0379 4.6935 -1.4458
H 1.2448 6.3965 -1.1430
H -1.1135 5.5909 -0.9246
H -1.5442 3.1627 -0.9368
C 1.4872 0.1593 4.4568
Si 0.3071 0.7643 3.1643
C -1.1824 -0.3024 2.9721
C -0.2493 2.5211 3.4202
Se 1.6190 0.8775 1.2721
H 1.0463 0.1965 5.4578
H 2.4021 0.7559 4.4604
H 1.7596 -0.8760 4.2390
H -1.7924 -0.2526 3.8809
H -0.9200 -1.3417 2.7876
H -1.7863 0.0430 2.1333
H -0.7419 2.6663 4.3886
H -0.9666 2.7718 2.6327
H 0.5887 3.2163 3.3459
C -3.7016 -0.6324 -0.3299
O -2.2703 -0.5646 -0.2503
C -1.7412 0.6875 -0.2650
O -2.4704 1.6499 -0.2419
H -3.9536 -1.6777 -0.1786
H -4.0354 -0.2937 -1.3098
H -4.1607 -0.0134 0.4379
O -0.0385 -3.1070 1.4410
S 0.7670 -2.8310 0.2917
O 2.1889 -2.8173 0.4482
N 0.2672 -1.4833 -0.5216
C -0.1330 -1.7517 -1.7702
O -0.4307 -0.8088 -2.5149
C -0.1673 -3.1970 -2.0933
C -0.6276 -3.8195 -3.2361
C -0.6312 -5.2091 -3.2585
C -0.1674 -5.9411 -2.1670
C 0.3175 -5.3070 -1.0285
C 0.3048 -3.9273 -1.0222
H -0.9807 -3.2317 -4.0732
H -1.0111 -5.7301 -4.1274
H -0.1874 -7.0226 -2.2006
H 0.6820 -5.8708 -0.1797
```

The total charge is 0. The calculation puts the highest occupied orbital energy at -7.464 eV. The energy above the lowest of the compared OMol25 structures with the same formula, charge and spin is 13.39 kcal/mol. Its HOMO-LUMO gap is 7.5192 eV.

=====

No. 3
The following is a quantum chemistry calculation of a molecular structure, C18H23MgN6O7, from the Open Molecules 2025 dataset.

Geometry as XYZ:
```
55
C18H23MgN6O7 | the Open Molecules 2025 dataset | wB97M-V/def2-TZVPD
Mg 0.8120 0.0130 0.2811
C 4.7757 -0.5624 -0.0367
C 3.2969 -0.3109 0.1592
N 2.4787 -0.3563 -0.8306
O 2.8526 -1.0146 -2.0425
C -0.5727 1.4379 2.3717
C -1.0698 2.4818 3.3425
N -0.9416 0.1225 2.5690
O -0.6902 -0.7446 1.6039
H 5.0334 -0.0666 -1.0076
H 4.8814 -1.6298 -0.1724
H 5.3269 -0.2828 0.8212
H 2.0271 -1.4234 -2.2615
H -2.0541 2.4165 3.7342
H -0.8297 3.5615 2.9127
H -0.4375 2.3155 4.2628
O -1.0845 -1.4445 3.9669
N -1.1239 -0.2512 3.8578
N 2.6719 -0.0694 1.3517
O 0.2327 1.6512 1.4505
C 3.0313 0.8300 2.3419
C 2.3367 0.8376 3.5929
C 2.5455 1.8495 4.4915
C 3.5292 2.7853 4.3105
C 4.2021 2.7667 3.0935
C 3.9566 1.8537 2.1272
H 1.5626 0.1337 3.7515
H 1.8892 1.9768 5.3540
H 3.6892 3.6141 4.9991
H 4.7687 3.7050 2.7840
H 4.4441 2.0538 1.1464
C -3.5337 -0.6461 -0.3274
C -3.3022 -0.0967 -1.7664
C -2.4049 -0.9519 -2.5785
C -2.4758 -0.2579 -3.9698
C -3.6755 -0.7869 -4.8637
C -2.8365 -2.3752 -2.6887
O -3.9861 -2.7610 -2.5848
N -1.7961 -3.1981 -3.0016
C -0.4350 -2.9121 -2.8505
O 0.3578 -3.7136 -3.2630
N -0.0616 -1.7863 -2.1904
C -0.9167 -0.8760 -1.9459
O -0.6552 0.1116 -1.2535
H -4.3723 -0.1563 0.1653
H -2.7171 -0.5793 0.2374
H -3.8808 -1.6573 -0.5131
H -2.8540 0.8794 -1.8081
H -4.2366 -0.0759 -2.2833
H -1.5461 -0.4079 -4.5150
H -2.5501 0.8477 -3.7567
H -4.6050 -0.2856 -4.6667
H -3.7660 -1.8969 -4.8986
H -3.3373 -0.4934 -5.8865
H -1.9537 -4.1739 -3.1169
```

The total charge is -1. The calculation puts the highest occupied orbital energy at -4.888 eV. The energy above the lowest of the compared OMol25 structures with the same formula, charge and spin is 0.00 kcal/mol. Its HOMO-LUMO gap is 7.6689 eV.

=====

No. 4
The following is a quantum chemistry calculation of C18H23N3O2S3 in the gas phase, from the Open Molecules 2025 dataset.

Geometry as XYZ:
```
49
C18H23N3O2S3 | the Open Molecules 2025 dataset | wB97M-V/def2-TZVPD
C 3.4009 0.8782 -0.8665
H 3.2803 0.9522 -1.9451
H 2.5138 0.4072 -0.4506
H 4.2513 0.2343 -0.6558
C 3.6260 2.2601 -0.2583
C 3.7392 2.1692 1.2686
N 2.4661 1.7947 1.8488
C 2.3369 0.5740 2.4066
O 3.2814 -0.1766 2.5655
C 0.9458 0.1546 2.8595
H 1.0346 -0.8047 3.3685
H 0.4876 0.8897 3.5223
S -0.1210 -0.0776 1.3888
C -1.5472 -0.8916 2.1853
C -1.2348 -2.3459 2.3750
O -1.0263 -2.8561 3.4500
N -1.1603 -3.1156 1.2309
C -1.2866 -2.7359 -0.0727
N -1.5508 -1.5594 -0.5058
C -1.5757 -1.4951 -1.8692
C -1.3386 -2.6885 -2.4940
S -1.0586 -3.9404 -1.3449
H -1.3058 -2.9018 -3.5416
C -1.8217 -0.2234 -2.4907
C -1.9224 0.0892 -3.8207
C -2.1561 1.4589 -4.0416
C -2.2287 2.1693 -2.8840
S -2.0145 1.1825 -1.4964
H -2.4002 3.2203 -2.7628
H -2.2652 1.8949 -5.0184
H -1.8343 -0.6367 -4.6085
H -0.9141 -4.0849 1.3974
H -2.3810 -0.7422 1.5039
H -1.7300 -0.4196 3.1495
C 1.4210 2.7505 1.5713
H 0.4924 2.4684 2.0613
C 1.1866 2.8794 0.0605
C 0.1125 3.9227 -0.2242
H -0.0334 4.0266 -1.2963
H -0.8325 3.6250 0.2232
H 0.4000 4.8920 0.1789
C 2.5062 3.2413 -0.6219
H 2.3679 3.2575 -1.7046
H 2.8003 4.2475 -0.3095
H 0.8366 1.9128 -0.3115
H 1.7409 3.7227 1.9693
H 4.4706 1.4134 1.5579
H 4.0414 3.1389 1.6801
H 4.5731 2.6558 -0.6418
```

Its SMILES is C[C@H]1C[C@H](C)CN(C(=O)CSCC(=O)Nc2nc(-c3cccs3)cs2)C1. The total charge is 0. The calculation puts the highest occupied orbital energy at -8.088 eV. The energy above the lowest of the compared OMol25 structures with the same formula, charge and spin is 1.71 kcal/mol. Its HOMO-LUMO gap is 8.4123 eV.

=====

No. 5
The following is a quantum chemistry calculation of C18H23N3O3 in the gas phase, from the Open Molecules 2025 dataset.

Geometry as XYZ:
```
47
C18H23N3O3 | the Open Molecules 2025 dataset | wB97M-V/def2-TZVPD
C -4.6460 -0.6925 -0.7593
H -4.2388 -1.6850 -0.5796
H -5.6247 -0.6346 -0.2898
H -4.7745 -0.5608 -1.8316
C -3.7167 0.3743 -0.1797
C -3.6519 0.2340 1.3377
H -3.3028 -0.7605 1.6060
H -2.9757 0.9669 1.7650
H -4.6387 0.3796 1.7705
C -2.3290 0.2482 -0.8256
H -1.7530 -0.5266 -0.3179
H -2.4607 -0.0634 -1.8657
C -1.5090 1.5471 -0.8709
N -0.4494 1.4662 -1.8461
C 0.7844 1.6593 -1.3300
O 1.8421 1.5985 -1.8989
N 0.5923 1.9519 0.0267
C -0.7230 1.8984 0.3907
O -1.1440 2.1269 1.4957
C 1.6477 2.3750 0.9165
H 1.9094 3.4191 0.7069
H 1.2556 2.3228 1.9354
C 2.9573 1.5966 0.7737
O 4.0134 2.1933 0.8137
N 2.9037 0.2586 0.5623
C 1.7656 -0.5517 0.6798
C 0.9228 -0.4898 1.7839
C -0.1770 -1.3247 1.8600
C -0.4331 -2.2354 0.8480
C 0.4281 -2.3260 -0.2344
C 1.5274 -1.4911 -0.3290
C 2.5685 -1.5886 -1.3977
C 3.9104 -1.6555 -0.6640
C 4.1473 -0.3466 0.0813
H 4.6121 0.3916 -0.5783
H 4.8180 -0.4992 0.9342
H 3.8869 -2.4947 0.0357
H 4.7301 -1.8193 -1.3632
H 2.5509 -0.6959 -2.0286
H 2.4121 -2.4686 -2.0217
H 0.2466 -3.0536 -1.0126
H -1.2880 -2.8925 0.9128
H -0.8282 -1.2672 2.7185
H 1.1346 0.1923 2.5919
H -0.5925 1.1766 -2.7977
H -2.1815 2.3870 -1.1000
H -4.1291 1.3596 -0.4243
```

Its SMILES is CC(C)C[C@@H]1NC(=O)N(CC(=O)N2CCCc3ccccc32)C1=O. The total charge is 0. The calculation puts the highest occupied orbital energy at -8.580 eV. The energy above the lowest of the compared OMol25 structures with the same formula, charge and spin is 10.51 kcal/mol. Its HOMO-LUMO gap is 9.2395 eV.